1.
DFT (the ωB97M-V functional and the def2-TZVPD basis) results for a single C9H9N molecule at a distorted geometry.

Geometry (Å):
C (-1.338, 1.599, 0.651)
C (-0.533, 0.665, 0.027)
C (-0.719, 0.453, 2.950)
C (0.486, -0.061, 2.245)
C (-0.434, -0.183, -1.201)
C (-1.634, 2.517, 1.401)
C (0.575, -0.006, 0.801)
C (-0.485, -0.873, 0.146)
C (0.749, -0.108, -2.200)
N (-1.685, 0.775, 3.504)
H (1.381, 0.480, 2.661)
H (0.720, -1.064, 2.557)
H (-1.305, -0.105, -1.800)
H (-2.092, 3.323, 1.997)
H (1.600, 0.187, 0.476)
H (-0.992, -1.740, 0.449)
H (1.536, 0.500, -1.775)
H (0.395, 0.465, -3.062)
H (1.011, -1.081, -2.605)

Cartesian forces (eV/Å) of the 2 atoms listed first:
C -0.977 3.541 1.184
C 0.689 -2.702 0.472

The HOMO energy comes out at -8.710 eV. As for the total energy: -10963.426 eV. Its SMILES is C#C[C@]12[C@@H]([C@@H]1C)[C@@H]2CC#N. The energy above the lowest of the compared OMol25 structures with the same formula, charge and spin comes out at 115.63 kcal per mole.

Charge distribution, natural (NBO) scheme, values in e: C -0.053; C -0.095; C 0.310; C -0.527; C -0.173; C -0.171; C -0.193; C -0.206; C -0.621; N -0.337; H 0.253; H 0.257; H 0.211; H 0.251; H 0.214; H 0.242; H 0.209; H 0.212; H 0.218

2.
DFT (the ωB97M-V functional and the def2-TZVPD basis) results for a gas-phase ion, C9H9N2O4 (charge -1) at a distorted geometry.

Geometry (Å):
C (2.915, 1.124, 0.058)
C (2.392, 0.637, 1.306)
C (2.238, 0.990, -1.148)
C (1.300, -0.097, 1.332)
C (-1.632, -0.996, -0.677)
C (-0.103, 2.080, -0.457)
C (0.821, 0.667, -1.077)
C (0.552, -0.408, -0.053)
C (-2.968, -1.694, -0.183)
N (-0.752, -0.866, 0.246)
N (1.185, -1.599, -0.751)
O (0.536, 2.748, 0.314)
O (2.242, -1.991, -0.314)
O (-1.222, 2.035, -0.958)
O (0.658, -2.144, -1.677)
H (3.787, 1.703, 0.082)
H (2.814, 0.773, 2.216)
H (2.677, 1.588, -2.062)
H (0.838, -0.541, 2.226)
H (-1.618, -0.727, -1.697)
H (0.416, 0.614, -2.129)
H (-3.876, -1.281, -0.434)
H (-2.922, -2.806, -0.575)
H (-2.975, -1.816, 0.947)

Cartesian forces (eV/Å) of the 2 atoms listed first:
C -1.075 -0.420 -2.013
C -1.347 -0.671 -2.253

The HOMO energy comes out at -3.862 eV. As for the total energy: -20645.430 eV. Its SMILES is C/C=N/[C@]1([N+](=O)[O-])C=CC=C[C@@H]1C(=O)[O-]. As for the total charge: -1. The energy above the lowest of the compared OMol25 structures with the same formula, charge and spin comes out at 48.52 kcal per mole.

Charge distribution, natural (NBO) scheme, values in e: C -0.254; C -0.201; C -0.154; C -0.157; C 0.224; C 0.863; C -0.481; C 0.149; C -0.655; N -0.470; N 0.532; O -0.692; O -0.395; O -0.740; O -0.418; H 0.191; H 0.196; H 0.203; H 0.209; H 0.183; H 0.240; H 0.204; H 0.203; H 0.220

Q: Which of these has the lowest HOMO?
A: C9H9N

Q: Which formula does entry 2 have?
A: C9H9N2O4